{
  "formula": "C21H49FNO12",
  "method": "the ωB97M-V functional and the def2-TZVPD basis",
  "total_charge": 1,
  "homo_ev": -11.521,
  "spin_multiplicity": 1,
  "gap_ev": 9.87,
  "e_lumo_ev": -1.655,
  "symbols": ["N", "H", "H", "H", "H", "C", "C", "O", "C", "O", "O", "F", "H", "H", "H", "C", "O", "C", "C", "O", "C", "C", "O", "C", "H", "H", "H", "H", "H", "H", "H", "H", "H", "H", "H", "H", "H", "H", "C", "O", "C", "C", "O", "C", "C", "O", "C", "H", "H", "H", "H", "H", "H", "H", "H", "H", "H", "H", "H", "H", "H", "C", "O", "C", "C", "O", "C", "C", "O", "C", "H", "H", "H", "H", "H", "H", "H", "H", "H", "H", "H", "H", "H", "H"],
  "coordinates": [[40.47900, 49.02400, 30.23900], [39.50200, 49.45500, 30.46100], [41.27700, 49.61700, 30.00300], [40.20000, 48.36500, 29.48900], [40.54700, 48.41100, 30.92400], [40.20900, 46.35900, 25.50400], [39.02600, 45.43400, 25.72900], [38.09100, 46.34700, 26.44900], [38.70000, 47.53500, 26.67100], [38.24300, 48.35800, 27.39500], [39.94400, 47.51500, 26.34300], [39.32400, 44.42300, 26.54200], [40.12600, 46.68200, 24.48300], [40.98300, 45.75800, 25.91700], [38.52800, 45.02000, 24.89500], [35.48200, 48.49100, 30.11500], [36.21000, 48.93600, 31.19400], [35.68500, 50.08700, 31.96500], [36.66200, 50.26500, 33.11900], [37.63000, 50.78000, 32.56900], [38.84400, 50.70400, 33.45200], [39.73700, 51.87500, 33.13300], [40.06600, 51.69800, 31.77500], [40.41700, 52.84500, 31.06600], [34.49600, 47.82500, 30.24700], [35.82500, 47.64500, 29.63800], [35.37800, 49.29600, 29.39200], [34.62000, 49.68000, 32.13800], [35.42800, 50.75000, 31.22300], [36.65800, 49.28800, 33.53700], [36.29400, 51.03800, 34.00600], [39.29800, 49.77900, 33.16100], [38.75900, 50.91000, 34.57900], [40.60100, 51.77300, 33.92500], [39.16600, 52.81400, 33.29600], [39.42600, 53.36900, 30.63900], [41.26400, 52.74800, 30.35800], [40.84800, 53.72100, 31.64600], [42.68500, 46.47100, 29.18000], [42.66700, 47.81900, 28.96000], [43.20800, 48.10300, 27.77300], [42.88600, 49.52900, 27.31300], [41.66800, 49.80100, 27.40400], [41.43900, 51.17600, 27.06300], [39.87800, 51.31700, 27.23500], [39.49200, 51.16500, 28.51500], [38.14000, 51.31900, 28.86000], [41.81500, 46.20100, 29.94700], [43.81300, 46.12400, 29.58600], [42.74100, 45.73300, 28.47800], [42.77900, 47.55700, 27.05500], [44.12900, 47.99100, 27.64800], [43.24600, 49.56300, 26.16400], [43.78300, 50.16600, 27.54600], [41.80900, 51.40200, 26.10500], [41.80700, 52.05900, 27.62000], [39.39500, 50.63600, 26.78400], [39.67800, 52.35600, 26.76800], [37.88500, 52.34700, 28.32300], [38.07200, 51.38800, 30.00300], [37.44000, 50.43600, 28.52100], [38.57100, 45.59300, 30.28000], [39.31000, 46.44800, 31.09000], [38.78200, 46.77500, 32.41900], [39.77500, 46.89600, 33.45200], [40.72400, 47.52600, 32.95900], [41.98500, 47.49800, 33.66500], [43.10600, 48.30900, 32.86700], [42.71000, 49.59900, 32.58100], [43.61400, 50.17300, 31.60300], [37.65900, 46.11500, 30.12000], [38.07500, 44.69800, 30.85800], [39.22500, 45.32500, 29.33300], [37.80100, 46.20000, 32.58300], [38.36000, 47.90300, 32.19200], [39.81500, 45.87400, 33.52500], [39.33400, 47.35100, 34.31900], [42.59200, 46.52600, 33.96500], [41.78100, 48.08600, 34.64500], [43.27700, 47.74400, 31.95700], [43.98900, 48.45900, 33.47300], [43.46700, 49.58400, 30.76000], [44.68800, 50.20200, 31.85000], [43.46900, 51.21400, 31.54200]],
  "atomic_forces_ev_per_a": [[-4.51, 2.37, -4.07], [2.42, 0.36, -0.55], [-0.59, -0.01, 0.16], [0.72, 0.86, -0.44], [1.66, -3.51, 5.03], [-1.93, 0.04, 0.51], [-1.53, 2.43, 1.62], [0.44, -1.17, -1.70], [-1.35, -1.35, 2.84], [-0.86, 1.11, -0.09], [2.76, -0.72, -1.95], [0.33, -0.66, 0.86], [1.14, 0.02, -0.51], [1.60, 0.32, -0.39], [-0.53, -0.15, -1.06], [-3.16, 0.05, 0.16], [1.26, -0.34, 1.22], [-3.48, -4.87, -0.07], [-9.81, 0.22, 3.63], [10.60, 3.24, -1.57], [-0.49, 2.06, 0.04], [0.27, -0.77, 0.65], [1.22, 0.16, -0.04], [-1.01, 3.63, -0.38], [0.64, 2.50, 0.93], [2.85, -1.40, -1.15], [-0.59, -0.07, -0.30], [1.31, 0.78, 1.16], [0.48, 2.92, -1.23], [0.91, -1.23, 0.74], [-0.14, -1.95, -1.63], [0.49, -0.64, 0.48], [-1.19, -1.19, -1.36], [-0.98, 0.56, -1.83], [0.47, -0.36, -0.07], [2.23, -1.36, 0.23], [-1.06, -0.80, -0.19], [-0.55, -1.20, 0.42], [1.59, -1.50, 6.39], [-1.11, -0.14, 1.82], [-5.61, 4.66, -0.99], [9.43, -2.69, -3.68], [-5.19, 3.95, 1.84], [-3.90, 0.14, 1.57], [4.15, 5.98, -0.16], [1.06, -0.40, 3.48], [-1.46, 1.15, -0.68], [2.12, 0.43, -1.38], [-2.62, 1.08, 0.14], [-1.03, -1.06, -3.39], [-1.99, -2.74, -2.80], [8.38, -1.16, -0.17], [-0.76, -0.70, 1.26], [-1.45, 0.71, 1.56], [0.05, -0.25, -1.82], [0.77, -1.23, 1.06], [-3.23, -4.92, -4.62], [-0.31, -1.15, 0.83], [-0.49, -2.00, 1.39], [0.12, 0.10, -1.67], [1.42, 1.69, 0.29], [-0.62, -1.86, 0.18], [1.87, -0.16, 1.94], [-5.99, 4.10, -4.71], [-5.86, -3.31, 2.27], [9.12, 3.62, -3.00], [2.03, 2.02, 1.71], [-1.79, -1.07, 1.07], [-0.03, 1.74, -0.82], [0.30, -0.23, 2.29], [-0.89, 0.64, -1.57], [1.83, 0.81, -0.99], [-1.71, 0.36, 2.00], [1.76, 0.46, 0.30], [0.54, -2.31, 0.62], [2.02, -3.18, 1.83], [-0.48, 0.05, 0.96], [-2.21, 1.16, -0.91], [0.44, -1.08, -1.28], [0.46, -0.22, -0.36], [0.52, -1.10, 0.34], [0.03, -0.49, -2.18], [-0.15, -0.95, 0.52], [-1.19, 1.18, -0.54]],
  "lowdin_charge": [0.362, 0.180, 0.127, 0.137, 0.008, 0.003, -0.256, 0.128, -0.621, 0.159, 0.095, 0.090, 0.147, 0.134, 0.158, -0.161, -0.229, -0.104, -0.380, -0.107, -0.102, -0.207, -0.218, -0.139, 0.136, 0.027, 0.086, 0.150, 0.087, 0.115, 0.184, 0.097, 0.161, 0.165, 0.142, 0.135, 0.079, 0.097, -0.120, -0.157, -0.227, -0.331, -0.068, -0.089, -0.220, -0.233, -0.087, 0.129, 0.155, 0.036, 0.085, 0.069, 0.169, 0.144, 0.110, 0.139, 0.040, 0.162, 0.132, 0.088, 0.103, -0.110, -0.246, -0.157, -0.391, -0.112, -0.082, -0.221, -0.189, -0.054, 0.050, 0.124, 0.126, 0.164, 0.147, 0.122, 0.150, 0.169, 0.152, 0.108, 0.128, 0.046, 0.106, 0.076]
}